{
  "formula": "C12H11NO5ReSe",
  "method": "ωB97M-V with the def2-TZVPD basis set",
  "mol_weight_g_mol": 514.4,
  "e_above_lowest_kcal_mol": 8.3,
  "multiplicity": 4,
  "e_lumo_ev": [-0.98, -0.89],
  "orbital_gap_ha": [0.2495, 0.2868],
  "e_tot_ha": -3374.4978,
  "species": ["O", "C", "H", "O", "C", "C", "Se", "H", "C", "C", "C", "H", "H", "H", "Re", "O", "C", "C", "H", "H", "H", "H", "C", "C", "H", "N", "C", "O", "C", "H", "O"],
  "positions_angstrom": [[0.48447, 1.25200, 4.25557], [-1.40464, -1.62714, -1.82624], [-0.14515, 0.09376, -1.72451], [0.23426, -0.32708, 2.67919], [-0.73776, -2.17273, -2.92311], [-0.82990, -0.46503, -1.08024], [0.99224, -2.92811, 0.28882], [0.92196, 3.21936, 0.03193], [-2.99423, -4.95226, -3.88701], [1.01816, 2.53674, 0.87918], [-1.25343, -3.26163, -3.59672], [0.20336, -1.73627, -3.23591], [-4.07940, -3.72821, -1.78667], [-3.14587, -1.76411, -0.58802], [0.15230, -0.89406, 0.78485], [2.21565, 0.52077, 0.32029], [-2.61952, -2.19117, -1.43366], [0.06298, 0.86045, 3.19629], [-0.80468, 2.78849, 2.66413], [-1.76333, 1.37741, 2.14993], [1.16959, 3.13055, 1.78229], [4.12400, 1.79062, 0.64736], [2.24556, 1.68403, 0.65428], [-0.75541, 1.77604, 2.26718], [-0.72990, -3.68614, -4.44296], [-3.42071, -5.85313, -4.46101], [-2.46013, -3.82759, -3.18326], [3.36551, 2.36758, 0.81569], [-3.14412, -3.28221, -2.09777], [-1.64112, 0.21917, -0.79773], [-0.15605, 1.75131, 0.96140]],
  "lowdin_spin": [0.03, 0.01, 0.02, 0.09, 0.00, 0.03, 0.08, 0.00, 0.00, 0.00, 0.00, 0.00, 0.00, 0.00, 2.60, 0.07, 0.01, 0.02, 0.00, 0.00, 0.00, 0.00, 0.01, 0.01, 0.00, 0.00, 0.00, 0.01, 0.00, 0.01, 0.01]
}

---

{
  "formula": "C18H28O10S",
  "method": "ωB97M-V with the def2-TZVPD basis set",
  "mol_weight_g_mol": 436.5,
  "e_above_lowest_kcal_mol": 465.6,
  "e_lumo_ev": 0.02,
  "orbital_gap_ha": 0.3484,
  "e_tot_ha": -1852.5921,
  "species": ["C", "H", "O", "H", "C", "H", "H", "H", "H", "O", "H", "C", "C", "O", "H", "C", "C", "O", "C", "C", "H", "O", "C", "O", "S", "O", "C", "C", "H", "H", "O", "H", "H", "C", "C", "H", "C", "H", "C", "H", "H", "H", "H", "O", "H", "H", "H", "H", "C", "H", "H", "H", "O", "C", "C", "H", "H"],
  "positions_angstrom": [[-0.06039, -0.04951, -0.62062], [-2.54154, 4.52352, -3.08900], [-0.88360, 2.61045, 0.72185], [4.06287, -0.01981, -0.09056], [-1.10770, -0.41598, -1.72422], [-0.23757, -1.89789, 2.17303], [-1.22376, -5.31251, -0.15984], [-1.96835, -3.72053, -1.97687], [4.94444, 0.47667, -1.88212], [-1.29044, -3.41943, 0.91582], [-1.56065, 4.92919, -0.12690], [-0.35379, -2.66599, 0.43447], [0.14519, -1.60882, 1.26937], [0.18073, -3.21968, -0.44736], [-1.22950, -1.52824, -1.72209], [-1.76912, -0.06696, 0.96608], [-0.51189, 2.38291, -0.47460], [2.04737, -1.83090, 2.51375], [-0.51624, -0.40880, 0.69221], [-1.99831, 5.25876, -2.35642], [-2.87235, 5.88967, -1.87684], [-3.14761, 1.37590, -0.93150], [3.88501, -0.22317, 3.19192], [2.47911, -1.44769, 0.22179], [-2.69463, -0.04778, -0.48865], [2.86828, 2.07467, -1.26606], [-1.83774, -4.42688, 0.19728], [0.48292, 1.37724, -1.04354], [-1.15654, 5.62400, -2.59875], [3.28051, 0.32757, 2.42675], [2.07119, 1.60052, 1.13775], [5.71224, 0.96816, -0.28633], [4.37063, 2.87670, -1.35938], [1.86838, 1.68136, -0.16559], [-2.60231, -4.22490, -1.16978], [3.23568, 0.04041, 4.35878], [3.97265, 2.18396, -0.71010], [0.15496, 0.45220, 1.48556], [3.61285, -1.60949, 2.75659], [4.91928, -0.16028, 3.12319], [4.01701, -2.10334, 1.99226], [-2.18809, 0.64138, 1.49115], [-2.64896, -5.03541, 0.95881], [-1.05449, 3.07841, -1.34821], [0.47669, 1.60603, -2.10358], [-1.29161, 0.16387, -2.50840], [-3.27014, -3.07814, -0.97068], [0.82862, -0.53086, -0.92662], [1.61503, -1.70486, 1.21362], [-3.26398, -4.71702, -1.50315], [-2.45952, -1.05277, 1.23265], [4.04175, 2.46035, 0.35052], [-3.69383, -1.21841, -1.10365], [4.72381, 0.79708, -0.72312], [-1.92369, 4.06199, -1.11183], [3.70253, -2.42554, 3.59054], [-2.83404, 3.70874, -0.73022]],
  "nbo_charge": [-0.26, 0.21, -0.65, 0.25, -0.47, 0.28, 0.20, 0.20, 0.21, -0.51, 0.15, 0.78, -0.43, -0.56, 0.25, -0.61, 0.79, -0.53, -0.29, -0.58, 0.22, -0.90, -0.64, -0.63, 1.83, -0.48, -0.09, -0.36, 0.18, 0.26, -0.59, 0.20, 0.18, 0.83, -0.62, 0.21, -0.08, 0.34, -0.04, 0.23, 0.21, 0.28, 0.19, -0.49, 0.28, 0.23, 0.24, 0.29, 0.84, 0.18, 0.26, 0.18, -0.86, -0.66, -0.04, 0.19, 0.21]
}

---

{
  "formula": "C20H43N4O9",
  "method": "ωB97M-V with the def2-TZVPD basis set",
  "mol_weight_g_mol": 483.6,
  "total_charge": 1,
  "e_lumo_ev": -3.71,
  "orbital_gap_ha": 0.3088,
  "e_tot_ha": -1683.7987,
  "species": ["H", "O", "H", "H", "H", "C", "H", "H", "C", "H", "C", "N", "H", "O", "H", "H", "H", "C", "H", "O", "H", "H", "H", "C", "N", "H", "H", "H", "H", "H", "H", "C", "H", "H", "H", "C", "H", "H", "H", "H", "H", "H", "C", "H", "O", "H", "C", "H", "H", "H", "H", "H", "H", "C", "C", "C", "O", "C", "N", "H", "O", "C", "C", "O", "C", "H", "H", "C", "N", "C", "H", "C", "O", "H", "C", "O"],
  "positions_angstrom": [[0.13034, 1.27978, -0.87677], [-2.31174, -3.38994, 0.87843], [-2.79172, 3.98604, 4.05924], [-0.02651, -1.90225, 3.21187], [1.05718, -3.00832, 9.18258], [0.37363, -0.67500, 4.91928], [-1.25144, -2.00501, 4.49427], [-1.13182, -5.95521, -2.15214], [3.10594, 3.38240, -4.02272], [5.45026, 0.67286, -2.06978], [0.44913, 1.28242, -4.86408], [2.02032, 3.20506, -5.02621], [-2.47068, -1.31806, 0.99191], [-0.00855, 0.67740, 1.10245], [-0.56613, -1.24776, -2.99659], [2.76666, 4.14555, -3.31919], [1.44718, -0.59928, 4.74839], [-2.90962, -2.20822, 1.44221], [2.28323, 1.27812, -5.73213], [1.80579, -2.02837, 6.71581], [4.64147, -0.63849, -2.92978], [-2.29912, 0.49017, -5.67156], [-4.84038, -1.37031, 1.82148], [-0.21314, 0.42956, -0.28341], [1.62061, 1.85921, -5.24583], [-0.46451, 3.18833, 4.39131], [-2.74991, 2.21856, 4.06185], [0.82554, 0.66218, -3.13030], [4.03256, 2.51935, -2.33878], [0.29756, -2.82977, 4.68803], [-4.70456, -2.16285, 0.24540], [-1.56951, -4.96348, -2.12080], [2.71453, 1.53943, -2.94355], [-0.69504, 2.80101, -5.29141], [-0.58997, 4.01967, 2.83561], [-0.18048, -1.93593, 4.29133], [-2.90077, 3.10344, 2.53192], [3.95884, 3.80270, -4.55914], [0.36269, -0.46061, -0.52960], [-2.76252, 1.97576, -4.88848], [-2.78695, -0.19605, -3.40527], [-2.61247, -2.23960, 2.48680], [-4.41260, -2.22246, 1.29388], [-0.90572, -4.24458, -2.59405], [-0.39722, 1.95426, 2.81016], [-0.11024, 0.19567, 4.48699], [-0.51606, 1.86106, 1.50152], [-1.26924, 0.24855, -0.48351], [5.37745, 1.96006, -4.35178], [4.16215, 0.76696, -4.82809], [6.22201, -0.07178, -3.46138], [2.33156, -1.77085, 9.19650], [1.20861, 3.74723, -4.77237], [-2.13591, -3.44161, -0.42652], [1.26511, -1.94803, 9.31208], [-1.88961, 0.39544, -3.58610], [0.52023, -1.17490, 8.36135], [5.26158, 0.24963, -3.05975], [-0.72098, 1.78620, -5.28323], [-4.82586, -3.13703, 1.71774], [-2.29568, -2.53700, -1.21825], [-2.01541, 1.18518, -4.87964], [-2.43737, 3.10996, 3.51722], [0.10526, -0.59052, 6.32615], [-0.93197, 3.16060, 3.41021], [-2.53310, -4.96021, -2.62787], [-1.73607, 1.02039, -2.70300], [3.56774, 2.14852, -3.25782], [0.52333, 0.22675, -4.00249], [-0.71782, -0.54392, -3.80972], [0.92271, -1.61057, 10.28453], [0.89909, -1.33608, 7.09830], [-0.97409, 2.68532, 0.75067], [-0.91942, -1.11054, -4.72054], [4.60616, 1.28365, -3.97116], [-1.73448, -4.66978, -0.73267]],
  "lowdin_charge": [0.08, 0.05, 0.09, 0.07, 0.10, -0.21, 0.08, 0.10, -0.18, 0.08, -0.29, -0.01, 0.11, 0.01, 0.11, 0.12, 0.13, -0.20, 0.15, 0.12, 0.07, 0.13, 0.08, -0.07, 0.05, 0.13, 0.08, 0.13, 0.12, 0.08, 0.08, -0.03, 0.09, 0.16, 0.13, -0.06, 0.08, 0.11, 0.10, 0.13, 0.13, 0.11, -0.05, 0.08, 0.03, 0.10, -0.60, 0.09, 0.11, 0.09, 0.08, 0.10, 0.10, -0.61, -0.03, -0.15, 0.01, -0.10, 0.14, 0.09, 0.09, -0.13, -0.06, 0.04, -0.19, 0.10, 0.11, -0.21, 0.10, -0.16, 0.09, -0.61, 0.12, 0.13, -0.26, 0.02]
}